[1]
{"formula": "C14H38As2F12N3O9", "method": "wB97M-V/def2-TZVPD", "e_homo_ev": -7.75, "energy_ev": -192329.38584, "fmax_ev_per_a": 3.46, "total_charge": -1, "orbital_gap_ev": 9.6, "elements": ["C", "C", "C", "O", "C", "N", "H", "H", "H", "H", "H", "H", "H", "H", "H", "H", "H", "H", "C", "C", "C", "O", "C", "N", "H", "H", "H", "H", "H", "H", "H", "H", "H", "H", "H", "H", "C", "C", "C", "O", "C", "N", "H", "H", "H", "H", "H", "H", "H", "H", "H", "H", "H", "H", "As", "F", "F", "F", "F", "F", "F", "As", "F", "F", "F", "F", "F", "F", "O", "C", "O", "O", "H", "O", "C", "O", "O", "H"], "positions_angstrom": [[0.600684, -12.243630, -10.948165], [1.218559, -11.958401, -12.268202], [1.001938, -10.482557, -12.615044], [1.502862, -10.383623, -14.015538], [1.708927, -8.978973, -14.313315], [2.660940, -12.193901, -12.177551], [3.194719, -11.368023, -11.909739], [2.757436, -12.970963, -11.547177], [2.999592, -12.520436, -13.174044], [0.995457, -11.775056, -10.056331], [0.607004, -13.297507, -10.682508], [-0.429549, -11.859878, -10.911481], [0.792966, -12.600415, -13.064401], [1.538124, -9.706378, -12.052761], [-0.066841, -10.338667, -12.624430], [1.429408, -8.765771, -15.351511], [2.725929, -8.659337, -14.121501], [0.941474, -8.473515, -13.725064], [4.701759, -10.916799, -20.357016], [4.328603, -11.957745, -19.335802], [3.862402, -13.299736, -19.800752], [2.908897, -13.802176, -18.904458], [1.609489, -13.370497, -19.196520], [5.443136, -12.155956, -18.310809], [5.116528, -12.719558, -17.427960], [6.260857, -12.689022, -18.707565], [5.889044, -11.291642, -18.102912], [5.704257, -10.969980, -20.709991], [4.544587, -9.943906, -19.950129], [4.105865, -10.997304, -21.245260], [3.527536, -11.543210, -18.724049], [4.742027, -14.025706, -19.685160], [3.580076, -13.218631, -20.826547], [1.387723, -12.402628, -18.711294], [0.938842, -14.191966, -18.798308], [1.616767, -13.141566, -20.244506], [9.303071, -12.307723, -13.617492], [7.841941, -12.634196, -13.920240], [7.035763, -11.336629, -13.955634], [7.328103, -10.848043, -15.270220], [6.310041, -9.988713, -15.874940], [7.858248, -13.584907, -15.088630], [6.867423, -13.808397, -15.328834], [8.222042, -12.990356, -15.818139], [8.094996, -15.277776, -14.578602], [9.606754, -11.519777, -14.273718], [9.919379, -13.159058, -13.701545], [9.379640, -11.924923, -12.614770], [7.424274, -13.196295, -13.098940], [7.275020, -10.639154, -13.214406], [5.951363, -11.424746, -13.919274], [5.315340, -10.459069, -15.731224], [6.588614, -10.013834, -16.924200], [6.181123, -8.976088, -15.540274], [4.979940, -9.963682, -10.199475], [4.366750, -11.172237, -9.160634], [5.134327, -11.184039, -11.479362], [5.508288, -8.682254, -11.265899], [4.814508, -8.793535, -9.009277], [6.560976, -10.119068, -9.793274], [3.323602, -9.689604, -10.766780], [8.401788, -13.252047, -20.628194], [6.623094, -13.524934, -20.782443], [8.564344, -13.098051, -22.418463], [10.069542, -12.945292, -20.434702], [8.054210, -13.371013, -18.927056], [8.629631, -14.904657, -20.764211], [8.059067, -11.561820, -20.454344], [6.120558, -15.936818, -13.924999], [7.172978, -16.841501, -13.976995], [7.144886, -17.992267, -13.608697], [8.242316, -16.230032, -14.266435], [5.343131, -16.464441, -13.594731], [3.467615, -11.589223, -15.377673], [3.853139, -12.928747, -15.290032], [3.470757, -13.500356, -14.211460], [4.603188, -13.397894, -16.138917], [2.688669, -11.492865, -14.810710]], "forces_ev_per_a": [[-1.7, -0.3, 1.3], [0.1, 1.7, 0.5], [0.8, -1.0, -2.5], [-0.4, 0.9, 1.2], [-1.2, -0.7, -0.4], [-0.3, -0.2, -1.5], [0.1, -0.1, 0.6], [1.0, -0.2, 0.3], [0.5, -0.8, 0.6], [1.0, 0.6, -0.2], [-0.2, -0.3, -0.3], [0.0, -0.5, -0.3], [0.3, 0.4, 0.4], [-0.2, -0.8, 0.4], [-0.4, 0.5, 0.0], [0.3, -0.4, 0.0], [0.1, 0.1, 0.3], [0.5, 0.6, 0.1], [0.0, -0.3, -0.1], [0.6, 0.7, 1.4], [2.5, -1.6, 1.6], [0.0, -0.5, -0.2], [-0.2, -0.2, 1.3], [0.5, -1.8, -1.1], [-0.1, 0.9, -0.3], [-0.9, 0.1, -0.1], [0.0, 1.0, 0.7], [1.0, -0.3, -0.1], [-0.1, 0.9, 0.3], [-0.6, -0.1, -0.4], [-0.2, 0.0, 0.0], [-1.3, 1.0, -0.7], [-0.7, -0.4, -0.8], [-0.2, -0.3, 0.2], [0.4, 1.2, -0.9], [-1.0, -0.4, -0.9], [-1.3, 0.7, 0.4], [0.4, -1.1, 1.2], [-0.8, -1.1, -3.2], [-0.8, 2.0, -0.6], [0.1, -2.3, 0.3], [-1.8, 1.0, 0.9], [0.8, 0.4, 0.0], [0.1, -0.3, -0.8], [0.3, -0.2, 0.1], [0.5, 0.4, -0.6], [0.7, -1.0, -0.2], [0.1, 0.2, 0.5], [0.0, -0.4, 0.5], [0.8, 1.0, 1.3], [-0.2, -0.7, 0.3], [0.5, 0.1, -0.2], [-0.1, 0.4, -0.1], [0.7, 0.6, 0.6], [-1.3, 1.0, -2.2], [-0.1, -0.7, 0.4], [-0.1, 0.3, 0.2], [-0.5, -0.3, -0.7], [-0.8, 1.0, 1.4], [2.8, -1.3, 1.0], [-0.1, -0.1, -0.1], [-1.4, 1.0, -2.1], [0.6, 0.3, -0.4], [-0.3, 0.1, 1.7], [0.2, 0.0, 0.3], [0.5, -0.2, 0.8], [0.3, -1.4, 0.1], [-0.1, 0.4, -0.3], [-0.9, -2.0, 0.3], [-1.4, -0.2, 1.9], [-0.9, 0.2, -0.5], [2.2, 1.6, -1.4], [0.9, 0.9, -0.6], [0.3, -1.1, -1.0], [0.0, 0.3, 2.0], [-0.2, 0.5, -1.1], [0.1, 0.1, -0.5], [-0.1, 0.5, 0.0]], "mulliken_charge": [-1.75, 0.81, -0.79, -0.39, -0.91, 0.72, 0.20, 0.41, -0.52, 0.36, 0.46, 0.41, 0.13, 0.50, 0.31, 0.26, 0.29, 0.47, -1.70, 0.90, -0.80, -0.31, -0.74, 0.64, 0.14, 0.35, -0.07, 0.29, 0.42, 0.47, 0.27, 0.25, 0.39, 0.23, 0.22, 0.40, -1.78, 0.51, 0.18, -0.39, -0.55, -0.80, 0.35, 0.31, 0.39, 0.33, 0.47, 0.42, 0.43, 0.59, -0.54, -0.01, 0.31, 0.35, 2.07, -0.49, -0.63, -0.49, -0.50, -0.46, -0.63, 1.97, -0.53, -0.53, -0.47, -0.57, -0.45, -0.47, -0.34, 0.71, -0.62, -0.49, 0.27, -0.42, 0.66, -0.89, -0.88, 0.29]}

[2]
{"formula": "C4H10N2O", "method": "wB97M-V/def2-TZVPD", "e_homo_ev": -8.37, "smiles": "NCCNCC=O", "energy_ev": -9336.68723, "fmax_ev_per_a": 1.91, "orbital_gap_ev": 9.3, "elements": ["N", "C", "C", "N", "C", "C", "O", "H", "H", "H", "H", "H", "H", "H", "H", "H", "H"], "positions_angstrom": [[-0.429645, -1.553367, -1.647365], [-1.517417, -0.705112, -1.108515], [-1.082753, -0.005748, 0.168028], [0.322308, 0.317969, 0.150955], [0.892119, 0.915824, 1.312737], [2.298274, 1.353459, 1.124706], [3.139425, 1.373635, 1.976862], [-0.666510, -1.755419, -2.613402], [-0.409449, -2.424309, -1.122063], [-2.473749, -1.214980, -0.973235], [-1.738391, 0.039368, -1.877682], [-1.348672, -0.648629, 1.024254], [-1.611127, 0.959011, 0.209266], [0.792286, -0.159861, -0.601124], [0.272538, 1.708694, 1.742076], [0.918771, 0.157424, 2.121120], [2.641992, 1.642042, 0.113382]], "forces_ev_per_a": [[-0.8, 0.0, 0.2], [0.4, 0.3, -0.8], [0.2, 0.5, 0.2], [-0.9, 0.5, -1.0], [-0.3, -1.8, 0.7], [0.9, 0.3, -0.8], [0.1, 0.0, 0.9], [0.2, -0.3, 0.2], [0.1, 0.0, -0.3], [0.1, -0.2, 0.3], [0.2, 0.1, 0.0], [0.0, 0.3, 0.1], [-0.4, -0.4, 0.4], [0.7, 0.0, 0.5], [0.0, 0.4, -0.4], [0.2, 0.3, 0.2], [-0.6, 0.0, -0.3]], "nbo_charge": [-0.84, -0.22, -0.21, -0.68, -0.32, 0.44, -0.51, 0.37, 0.36, 0.18, 0.19, 0.16, 0.19, 0.42, 0.22, 0.19, 0.11]}